1.
{"formula": "C51H38BCaN20S", "method": "ωB97M-V/def2-TZVPD", "multiplicity": 2, "charge": 0, "s2": 1.68, "total_energy_ev": -113247.8691, "gap_ev": [5.811, 5.001], "species": ["Ca", "C", "C", "C", "C", "C", "N", "C", "N", "C", "C", "C", "C", "C", "C", "C", "C", "N", "C", "N", "C", "N", "C", "N", "C", "N", "C", "C", "C", "C", "C", "C", "C", "C", "C", "C", "C", "C", "N", "C", "C", "H", "H", "H", "H", "H", "H", "H", "H", "H", "H", "H", "H", "H", "H", "H", "H", "C", "C", "N", "N", "C", "B", "N", "C", "C", "C", "N", "N", "C", "C", "C", "N", "N", "C", "C", "C", "N", "H", "H", "H", "H", "H", "H", "H", "H", "H", "H", "H", "H", "N", "N", "H", "H", "H", "H", "N", "C", "N", "C", "C", "C", "C", "C", "C", "S", "H", "H", "H", "H", "H", "H"], "positions_angstrom": [[10.8815, 10.5506, 12.9030], [10.5783, 17.4524, 14.8313], [11.9022, 17.4245, 14.3721], [12.5355, 16.2757, 13.9820], [11.7108, 15.0964, 13.9430], [11.9996, 13.5998, 13.7929], [10.9227, 12.8542, 14.1434], [10.1831, 13.6992, 14.9331], [12.6018, 10.6724, 15.9643], [11.4596, 10.1736, 16.2471], [10.9676, 9.5642, 17.6345], [11.5140, 9.0468, 18.7240], [10.7397, 8.6937, 19.8374], [9.3692, 8.7439, 19.7552], [8.7208, 9.3409, 18.6390], [9.5387, 9.6830, 17.5924], [9.2725, 10.4195, 16.3416], [8.4128, 11.3914, 16.2127], [8.5354, 12.6399, 16.5762], [9.7831, 13.2966, 16.2288], [10.3864, 13.5853, 17.4660], [11.6684, 13.5864, 17.7397], [12.7564, 12.8301, 17.4224], [12.7376, 12.0092, 16.1564], [13.5587, 12.6561, 15.2554], [13.3012, 13.0481, 14.0291], [14.5665, 13.2867, 16.0622], [15.7884, 13.6860, 15.6114], [16.6576, 14.2709, 16.4783], [16.2184, 14.5716, 17.7861], [14.9181, 14.1642, 18.3096], [14.0783, 13.4597, 17.4115], [9.2825, 13.7327, 18.4201], [9.3648, 14.2976, 19.7069], [8.2149, 14.3129, 20.4281], [7.0757, 13.6310, 19.9345], [6.8967, 13.2537, 18.6190], [8.0305, 13.2970, 17.8271], [10.3621, 10.3971, 15.4788], [10.3917, 15.0381, 14.5810], [9.8683, 16.2880, 15.0825], [10.0409, 18.4211, 15.0651], [12.4488, 18.4011, 14.4335], [13.5866, 16.2377, 13.6718], [12.6285, 9.0390, 18.8338], [11.1913, 8.3634, 20.7713], [8.7270, 8.5919, 20.6048], [7.6585, 9.5474, 18.5783], [16.0600, 13.5610, 14.5303], [17.6385, 14.6030, 16.1147], [16.9504, 15.0982, 18.4257], [14.6315, 14.3861, 19.2883], [10.2756, 14.6818, 20.1649], [8.2044, 14.7816, 21.4242], [6.3010, 13.3658, 20.6279], [5.9291, 12.8365, 18.3451], [8.8947, 16.2805, 15.6166], [13.5760, 6.7037, 13.0471], [13.2043, 7.8661, 13.7224], [12.5200, 8.7236, 12.8955], [12.5098, 8.0595, 11.6303], [13.1799, 6.8907, 11.6868], [12.2681, 8.9810, 10.3368], [10.7957, 8.9195, 10.1077], [10.0638, 8.3285, 9.1423], [8.7322, 8.0883, 9.6080], [8.7669, 8.7105, 10.8397], [9.9447, 9.1870, 11.1986], [12.7599, 10.5217, 10.4950], [13.5210, 11.1896, 9.5426], [13.1456, 12.4838, 9.4053], [12.1113, 12.6478, 10.3816], [11.8318, 11.5010, 11.0704], [13.1382, 8.4472, 9.1642], [14.4785, 8.4168, 9.1421], [14.9972, 8.1292, 7.9043], [13.8254, 7.9903, 7.1715], [12.7185, 8.2395, 7.8759], [14.0337, 5.7564, 13.3777], [13.5887, 8.2224, 14.6676], [13.2303, 6.1616, 10.8586], [10.4608, 7.9873, 8.1594], [7.8585, 7.6170, 9.1024], [7.8927, 8.9510, 11.5726], [14.3357, 10.6423, 9.0292], [13.4734, 13.1840, 8.7172], [11.6806, 13.6120, 10.6889], [15.0032, 8.4575, 10.0976], [15.9997, 8.1369, 7.5903], [13.7224, 7.5475, 6.2211], [7.1472, 11.1611, 12.4311], [8.3997, 11.7440, 12.8945], [6.8549, 11.8424, 11.6744], [6.4426, 11.3031, 13.1375], [8.3179, 11.9349, 13.8883], [8.5369, 12.5484, 12.2915], [8.7105, 11.4311, 9.1833], [8.2114, 12.7119, 9.2557], [7.8082, 13.2754, 10.4180], [7.4136, 14.6395, 10.2289], [7.0373, 15.4922, 11.2783], [6.6735, 16.7848, 10.9172], [6.8054, 17.2193, 9.5385], [7.2291, 16.3726, 8.5379], [7.4748, 15.0876, 8.8905], [7.8245, 13.6683, 7.8425], [9.2039, 11.1351, 9.9906], [9.1341, 11.1850, 8.2720], [6.9103, 15.1155, 12.2935], [6.3833, 17.4876, 11.6911], [6.6354, 18.2543, 9.3104], [7.3070, 16.6740, 7.5067]], "forces_ev_per_a": [[-0.708, 0.472, 2.378], [-1.497, 0.445, 0.684], [0.491, 1.966, 0.364], [-0.992, -2.015, -0.702], [-0.153, -1.217, 0.607], [1.026, -0.894, 1.367], [1.587, 0.561, 0.612], [-0.516, -1.435, -0.255], [2.112, -1.266, 0.555], [-4.004, -0.825, 1.283], [-2.268, 0.643, -3.328], [3.291, -0.183, 2.278], [-0.238, -0.597, -0.013], [-1.257, 1.542, -0.357], [0.907, -0.438, 0.125], [0.647, 0.383, -0.813], [1.238, 0.064, -1.419], [-1.706, 0.418, 1.883], [-0.823, 0.455, -0.764], [-0.960, -0.877, 0.373], [0.935, 0.068, -0.729], [0.689, -1.067, 1.215], [-2.072, 0.879, -1.065], [-0.125, 2.069, -1.022], [-2.011, 0.468, 0.403], [-0.828, 1.586, -1.429], [0.588, 0.206, 1.184], [0.165, -0.271, -2.034], [0.370, 1.278, 1.584], [-0.529, -0.515, 0.569], [1.388, -0.298, -3.456], [2.187, 0.278, -0.865], [-0.125, 0.872, -0.414], [0.388, -0.233, -0.771], [-1.027, -0.625, 0.850], [-0.197, 0.858, 0.478], [0.177, -0.728, 0.558], [2.679, -0.388, -0.604], [0.487, -0.428, 0.912], [2.188, 3.491, 0.647], [-0.226, -1.344, -0.506], [1.090, -1.135, -0.158], [-0.402, -1.086, -0.345], [-0.543, 0.004, 0.160], [-1.020, -0.149, -0.199], [0.086, 0.006, -0.340], [0.132, -0.518, 0.368], [0.037, -0.207, 0.206], [-0.400, -0.030, 1.157], [-0.382, -0.166, 0.433], [-0.736, -0.360, -0.147], [-0.364, 0.310, 1.356], [-0.018, -0.068, -0.591], [-0.107, -0.512, -0.458], [-0.517, 0.446, 0.238], [0.406, -0.057, -0.301], [0.753, 0.187, -0.468], [-0.011, -0.816, -1.854], [-0.415, 1.029, -1.535], [1.407, -2.427, -0.943], [1.046, 1.784, 0.709], [-0.548, -0.248, 2.063], [1.485, -0.020, 0.130], [-2.439, 0.004, -0.304], [-1.331, -1.654, -0.785], [1.310, 0.533, -1.114], [-2.596, 0.692, 2.747], [0.907, -0.409, -1.492], [-1.252, 1.778, -0.023], [0.027, -1.994, 0.421], [-1.866, -0.794, 2.259], [0.260, -0.982, 0.881], [2.760, 0.756, -3.409], [0.003, -0.050, -1.179], [1.492, -0.519, 2.311], [-1.554, 0.415, 0.947], [-1.097, 0.114, 0.275], [0.088, -0.610, 0.067], [-0.143, 1.007, 0.118], [-0.690, -0.066, 0.284], [0.046, 0.880, 0.469], [0.058, 0.578, 1.251], [1.145, 0.598, 0.433], [1.670, -0.645, -1.503], [-0.925, 0.560, 0.291], [0.747, 1.193, -0.920], [-0.120, -0.706, -0.168], [-0.016, 0.356, -0.307], [0.925, -0.349, -0.190], [-0.175, 0.165, -1.211], [-0.434, 0.836, -1.418], [0.376, -1.092, -0.091], [0.274, -1.169, 0.786], [-0.172, 0.018, 0.462], [0.187, 0.499, -0.187], [0.131, 0.563, 0.529], [-0.495, 1.505, -2.071], [-1.486, 0.748, 2.338], [1.004, 0.222, -1.934], [0.722, -1.622, -0.175], [-0.586, 0.061, -0.868], [0.732, 0.174, -1.560], [-0.012, -0.028, 2.085], [-0.618, 0.683, -0.225], [0.195, -2.699, 0.715], [0.572, 0.830, 0.323], [0.463, -0.501, 0.767], [-0.333, 0.105, 1.157], [0.285, 0.115, -0.252], [-0.093, 0.017, -0.239], [-0.207, 0.280, -0.040], [0.002, 0.282, -0.098]]}

=====

2.
{"formula": "C51H38BrMoN4O4S3", "method": "ωB97M-V/def2-TZVPD", "charge": 1, "e_above_lowest_kcal_mol": 23.9, "total_energy_ev": -172050.4579, "gap_ev": [5.340, 5.339], "species": ["Mo", "Br", "C", "C", "C", "C", "C", "C", "N", "N", "C", "C", "C", "C", "O", "C", "N", "C", "C", "C", "C", "H", "H", "H", "H", "H", "H", "H", "H", "H", "C", "C", "C", "C", "C", "C", "C", "S", "O", "C", "C", "C", "C", "C", "C", "C", "C", "C", "C", "C", "C", "C", "C", "C", "C", "C", "C", "C", "C", "S", "O", "C", "C", "C", "C", "C", "C", "C", "H", "H", "H", "H", "H", "H", "H", "H", "H", "H", "H", "H", "H", "H", "H", "H", "H", "H", "H", "H", "H", "H", "H", "H", "H", "H", "S", "C", "N", "C", "O", "H", "H", "H"], "positions_angstrom": [[0.3599, 0.0571, 0.7378], [3.6011, -5.6058, 7.3745], [4.4814, -4.0509, 6.7350], [4.4345, -3.7641, 5.3749], [5.0230, -2.6158, 4.9101], [5.6653, -1.7315, 5.8025], [5.7662, -2.0757, 7.1584], [5.1512, -3.2169, 7.6230], [6.2275, -0.5822, 5.3344], [5.8035, 0.0462, 4.3474], [4.5210, 0.1662, 3.9773], [3.4686, 0.1114, 4.9278], [2.1501, 0.0850, 4.5621], [1.7961, 0.0791, 3.1935], [0.5797, -0.1168, 2.7629], [2.8297, 0.2152, 2.2330], [2.4108, 0.1348, 0.9326], [3.3519, 0.1277, -0.0241], [4.7001, 0.2383, 0.2402], [5.1417, 0.3328, 1.5557], [4.2002, 0.2955, 2.5877], [3.9458, -4.4424, 4.6926], [5.0160, -2.3896, 3.8531], [6.2699, -1.4097, 7.8391], [5.1879, -3.4698, 8.6703], [3.7408, 0.1045, 5.9731], [1.3679, 0.0394, 5.3054], [2.9887, 0.0134, -1.0384], [5.4070, 0.2372, -0.5740], [6.1895, 0.4163, 1.7928], [1.6076, 0.6044, -7.6459], [1.2382, 0.4525, -6.2082], [2.1743, 0.6843, -5.2069], [1.8278, 0.5804, -3.8713], [0.5294, 0.2418, -3.5408], [-0.4169, -0.0090, -4.5176], [-0.0587, 0.0980, -5.8466], [-0.0352, 0.1250, -1.8173], [-1.2046, -0.7529, -1.8606], [-0.5664, 1.8396, -1.6933], [0.4801, 2.7814, -1.6880], [0.2016, 4.1057, -1.5257], [-1.1299, 4.5327, -1.3166], [-1.4382, 5.8935, -1.1175], [-2.7288, 6.2936, -0.9035], [-3.7630, 5.3473, -0.8571], [-3.4957, 4.0173, -1.0351], [-2.1801, 3.5765, -1.2865], [-1.8753, 2.1987, -1.5043], [-3.0108, 1.2522, -1.5846], [-3.8403, 1.3064, -2.7388], [-3.4729, 2.0536, -3.8777], [-4.2709, 2.0676, -4.9875], [-5.4730, 1.3418, -5.0060], [-5.8518, 0.6041, -3.9185], [-5.0463, 0.5578, -2.7606], [-5.4062, -0.1956, -1.6225], [-4.5593, -0.2935, -0.5537], [-3.3424, 0.4027, -0.5578], [-2.1491, 0.1578, 0.7951], [-2.6074, 0.9362, 1.9355], [-2.4097, -1.5859, 1.1552], [-2.2374, -1.9890, 2.4704], [-2.2675, -3.3383, 2.7776], [-2.4557, -4.2919, 1.7816], [-2.4832, -5.7517, 2.1037], [-2.6312, -3.8640, 0.4680], [-2.6028, -2.5187, 0.1466], [2.6848, 0.5623, -7.7763], [1.2563, 1.5696, -8.0112], [1.1432, -0.1709, -8.2501], [3.1850, 0.9456, -5.4816], [2.5688, 0.7633, -3.1076], [-1.4151, -0.2909, -4.2203], [-0.7926, -0.0966, -6.6131], [1.4937, 2.4283, -1.8139], [0.9892, 4.8435, -1.5250], [-0.6313, 6.6119, -1.1245], [-2.9585, 7.3385, -0.7608], [-4.7749, 5.6750, -0.6750], [-4.2928, 3.2928, -0.9812], [-2.5432, 2.6026, -3.8642], [-3.9783, 2.6389, -5.8546], [-6.0959, 1.3736, -5.8866], [-6.7708, 0.0369, -3.9296], [-6.3542, -0.7129, -1.6165], [-4.8181, -0.8901, 0.3068], [-2.0896, -1.2384, 3.2342], [-2.1419, -3.6583, 3.8014], [-1.9657, -5.9587, 3.0367], [-2.0253, -6.3316, 1.3050], [-3.5157, -6.0862, 2.2071], [-2.7905, -4.5953, -0.3114], [-2.7179, -2.2001, -0.8779], [0.3166, 4.5157, 1.8565], [0.2994, 3.0324, 1.3914], [0.3186, 1.8981, 1.0083], [0.7273, -2.9663, 0.6167], [0.3952, -1.6506, 0.4529], [0.0939, -3.6220, 0.0041], [0.5941, -3.2304, 1.6769], [1.7817, -3.1193, 0.3396]], "forces_ev_per_a": [[0.337, 0.606, 0.170], [0.135, 0.153, -0.036], [-0.080, -0.002, 0.113], [0.022, -0.274, 0.212], [0.362, 0.318, 0.317], [-1.797, -1.471, 0.578], [-0.053, 0.434, -0.667], [-0.238, -0.499, -0.089], [1.753, 0.727, -0.857], [2.191, 1.446, 0.644], [-2.968, -0.915, 0.045], [1.574, 0.335, -0.690], [-1.028, 0.198, -1.324], [0.885, -0.162, 1.000], [-1.228, -0.132, -0.373], [0.015, -0.180, 0.191], [2.203, 0.108, -0.257], [-1.302, -0.038, 0.285], [0.902, 0.124, 0.787], [-0.354, -0.051, -0.785], [-0.352, -0.303, 0.813], [-0.040, -0.078, -0.017], [-0.037, -0.001, -0.026], [0.137, 0.106, 0.061], [0.009, -0.023, 0.104], [-0.012, -0.109, 0.061], [-0.081, -0.050, 0.000], [0.007, 0.051, 0.031], [0.020, 0.017, -0.084], [0.167, -0.009, 0.037], [-0.001, 0.044, -0.078], [-0.004, -0.007, 0.124], [-0.064, 0.009, -0.045], [0.032, -0.041, 0.093], [0.582, -0.166, 0.498], [-0.260, -0.090, 0.220], [0.133, 0.068, 0.134], [-0.742, 1.239, -1.076], [-0.378, -0.937, -0.362], [-0.291, 0.125, -0.108], [-0.025, 0.394, -0.235], [0.119, -0.389, -0.135], [-0.380, -0.117, -0.052], [-0.094, 0.051, 0.047], [0.247, 0.059, -0.022], [-0.047, -0.241, -0.011], [-0.140, 0.169, -0.001], [0.376, 0.245, 0.030], [0.552, -0.287, -0.170], [-0.228, -0.242, 0.241], [-0.218, -0.241, 0.204], [-0.056, 0.114, -0.228], [0.244, 0.061, 0.159], [-0.199, -0.160, 0.145], [-0.037, 0.047, -0.174], [0.288, 0.237, -0.009], [0.163, -0.065, 0.236], [-0.299, -0.096, 0.041], [0.748, 0.255, -0.199], [-1.202, -0.671, 0.149], [-0.166, 0.627, 0.736], [-0.053, -0.067, -0.298], [-0.086, 0.401, 0.007], [-0.046, -0.074, -0.140], [0.043, 0.103, -0.006], [-0.084, -0.042, 0.027], [-0.046, 0.121, 0.103], [-0.038, -0.098, -0.093], [0.073, -0.004, -0.096], [0.017, 0.033, -0.099], [0.006, -0.034, -0.090], [0.120, 0.029, 0.007], [0.102, 0.014, 0.062], [-0.146, -0.055, -0.034], [-0.112, -0.029, -0.090], [0.162, 0.132, -0.008], [0.123, 0.054, -0.023], [0.056, 0.090, -0.036], [0.013, 0.094, 0.022], [-0.095, -0.001, 0.036], [-0.109, -0.028, 0.006], [0.059, 0.097, -0.058], [0.038, 0.063, -0.092], [-0.083, -0.034, -0.067], [-0.106, -0.037, -0.026], [-0.072, -0.072, 0.029], [-0.090, -0.110, 0.038], [0.049, 0.020, 0.088], [0.026, -0.003, 0.114], [0.022, -0.067, 0.051], [0.020, -0.084, 0.000], [-0.026, -0.095, 0.031], [-0.007, -0.067, -0.094], [0.012, -0.036, -0.030], [-0.020, -0.058, 0.163], [0.104, 0.736, 0.295], [-0.148, 2.301, 0.260], [0.403, -1.832, 0.286], [0.218, -2.042, -0.529], [0.138, 0.282, 0.114], [0.015, 0.016, -0.270], [-0.252, 0.065, 0.038]]}